Entry 1:
Below is a 3-piece molecular cluster, C20H33BF4N4O5 overall, with properties calculated with wB97M-V/def2-TZVPD.

CARTESIAN COORDINATES (ANGSTROEM)
C1 0.8145 -4.4831 0.2590
C2 0.0300 -4.2572 -1.1770
C3 0.5056 -2.7955 -1.8353
F1 -0.2138 -2.5813 -3.1215
C4 0.2314 -1.5776 -0.7602
C5 1.4445 -0.6952 -0.0221
C6 2.9926 -1.0904 -0.3895
N1 3.2882 -0.8820 -1.8857
C7 0.9570 0.4687 1.0244
B1 2.1103 1.3818 1.8304
O1 3.0311 2.3302 1.1734
O2 2.1471 1.2308 3.3188
C8 -0.6413 0.7834 1.3774
N2 -0.9055 1.8623 2.3888
C9 -2.3706 2.0380 2.6703
C10 -2.7797 3.1759 3.8158
O3 -1.8759 3.1569 4.9763
C11 -2.1003 1.9909 5.8448
F2 -1.4717 2.3426 7.1730
F3 -1.4117 0.7458 5.4018
F4 -3.5201 1.6896 6.1396
C12 -3.5212 1.1760 1.9074
N3 -3.3089 0.1022 0.8766
C13 -1.8310 -0.0677 0.6676
C14 -1.3652 -1.2395 -0.4252
N4 -2.4729 -2.0334 -1.1492
H1 1.9738 -4.3522 0.0109
H2 0.6846 -5.5904 0.6375
H3 0.5600 -3.6704 1.0747
H4 0.2893 -5.1338 -1.9439
H5 -1.1533 -4.3179 -1.0446
H6 1.6480 -2.9428 -2.1098
H7 3.8127 -0.4799 0.1822
H8 3.1864 -2.2378 -0.1244
H9 3.7272 0.0769 -2.0297
H10 3.9952 -1.6217 -2.1762
H11 3.2096 3.1070 1.8133
H12 1.2358 0.8254 3.5327
H13 -2.5979 4.2245 3.2748
H14 -3.9269 3.1623 4.0857
H15 -4.6534 1.4197 2.1965
H16 -3.0089 -1.3752 -1.7833
H17 -3.1575 -2.4253 -0.4608
C15 7.9400 -3.1363 -3.6854
C16 6.6366 -2.3575 -3.7641
C17 6.1681 -2.2047 -5.2025
O4 6.8220 -1.0670 -3.1882
H18 8.7393 -2.6183 -4.2272
H19 8.2714 -3.2277 -2.6454
H20 7.8261 -4.1400 -4.1065
H21 5.8656 -2.8699 -3.1785
H22 6.9047 -1.6537 -5.7980
H23 5.2357 -1.6317 -5.2447
H24 6.0012 -3.1805 -5.6690
H25 7.5049 -0.6045 -3.7019
C18 -6.2089 2.9331 -0.3712
C19 -6.4602 3.6740 0.9324
C20 -7.2296 4.9641 0.6974
O5 -5.2127 3.9743 1.5530
H26 -5.6090 3.5409 -1.0579
H27 -5.6436 2.0130 -0.1881
H28 -7.1501 2.6736 -0.8655
H29 -7.0212 3.0308 1.6191
H30 -6.6658 5.6438 0.0485
H31 -7.3924 5.4927 1.6427
H32 -8.2014 4.7655 0.2351
H33 -4.7077 4.5453 0.9504

Atomic forces in eV per Å
C 0.98 0.06 -0.95
C -0.56 0.01 -0.07
C -0.24 -1.06 0.52
F 1.47 -0.24 2.72
C -2.72 2.28 1.50
C -4.15 1.22 1.18
C 0.48 -0.05 0.09
N 0.92 -0.21 0.95
C -0.62 -2.48 -2.40
B 0.46 0.78 1.55
O -2.07 -0.59 2.84
O -2.13 -0.17 -3.52
C -0.22 -0.46 -0.19
N -5.18 -2.94 -2.22
C 1.54 -2.17 -1.83
C -0.30 0.49 -2.58
O -1.97 -3.98 1.52
C 1.02 0.32 1.86
F -2.18 -1.28 -4.62
F -2.63 4.15 1.33
F 4.70 0.83 -1.30
C 1.79 -0.83 -0.74
N 4.69 4.32 3.96
C 1.11 -0.55 -0.73
C 2.46 0.56 0.53
N 1.04 1.90 1.11
H -2.34 -0.33 0.66
H 0.08 2.38 -0.63
H 0.25 -1.82 -1.71
H -0.28 2.03 1.67
H 2.68 0.49 -0.24
H -2.46 0.86 0.58
H -2.04 -1.02 -0.43
H -0.69 2.53 -0.54
H -0.69 -1.86 0.31
H -1.07 1.59 0.51
H -0.22 -2.08 -1.32
H 2.10 0.82 -0.24
H -0.18 -2.31 1.50
H 2.49 -0.35 -0.40
H 2.84 -0.65 -0.79
H 0.95 -0.97 1.11
H 0.92 0.81 -0.62
C 0.08 -0.26 0.29
C 0.55 0.20 -0.54
C -0.37 -0.02 -0.11
O -0.05 0.21 0.17
H -0.15 -0.03 -0.09
H -0.11 -0.03 -0.14
H 0.06 0.10 0.03
H 0.08 0.21 0.06
H 0.05 -0.14 0.09
H 0.09 -0.14 0.04
H 0.03 0.12 0.00
H -0.31 -0.23 0.21
C 0.01 -0.37 -0.03
C 0.04 0.37 -0.65
C -0.25 0.15 0.25
O 0.34 0.07 0.28
H -0.14 0.06 0.06
H -0.12 0.09 -0.01
H 0.12 0.03 0.02
H 0.23 0.10 0.06
H -0.03 -0.17 -0.06
H -0.03 -0.13 -0.11
H 0.11 0.06 0.03
H -0.25 -0.26 0.21

Calculated values
- Highest occupied orbital energy: -8.28 eV
- Structure (SMILES): CC[C@@H](F)c1c(CN)c(B(O)O)c2nc(COC(F)(F)F)cnc2c1N.CC(C)O.CC(C)O
- Kohn-Sham gap: 6.9151 eV
- Total energy: -1800.991242 a.u.

***

Entry 2:
Below is C20H33BeCl5N5O11P as an isolated structure, with properties calculated with wB97M-V/def2-TZVPD.

CARTESIAN COORDINATES (ANGSTROEM)
C1 2.2590 -1.9788 1.5849
C2 1.4324 -1.4936 0.8726
C3 0.5258 -0.8237 -0.1006
C4 -0.4538 -1.8282 -0.7926
C5 -0.3523 -3.1716 -0.1184
N1 -0.3679 -4.2743 0.1996
C6 -0.3044 -1.9108 -2.3379
C7 -1.3398 -2.9319 -2.8109
N2 -2.1934 -3.5954 -3.1939
O1 -0.4036 -0.6969 -2.9802
C8 -1.6110 0.0231 -2.6483
C9 -1.6793 1.2712 -3.6060
O2 -0.5400 1.4141 -4.4300
C10 0.4910 2.1262 -3.7861
C11 1.7567 2.0974 -4.6789
P1 1.3639 -2.6338 -2.9770
N3 2.6356 -1.6194 -2.3380
O3 1.5340 -4.1708 -2.3608
H1 2.6765 -2.4866 2.4559
H2 -0.1016 -0.1520 0.5213
H3 1.0722 -0.1689 -0.7853
H4 -1.4808 -1.4873 -0.5468
H5 -2.5295 -0.5771 -2.6633
H6 -1.4707 0.4364 -1.6329
H7 -1.7849 2.1909 -3.0081
H8 -2.5807 1.1272 -4.2214
H9 0.2238 3.1551 -3.4928
H10 0.7570 1.5621 -2.8708
H11 1.7684 1.2063 -5.3237
H12 2.6285 2.0121 -4.0100
H13 1.8738 3.0287 -5.2869
H14 2.8426 -1.8342 -1.3609
H15 2.3219 -0.6604 -2.4574
H16 2.4349 -4.4486 -2.5638
N4 -2.7753 0.6332 1.7373
O4 -2.3602 0.5275 0.5485
O5 -3.7725 -0.0037 2.0976
O6 -2.1755 1.3846 2.5362
Be1 2.4175 3.9613 -6.7330
Cl1 -5.7381 0.0096 0.6907
C12 3.8510 -4.7354 4.5124
Cl2 2.6076 -5.9495 4.8212
Cl3 3.0821 -3.1729 4.1942
Cl4 4.9091 -4.5964 5.9287
Cl5 4.8096 -5.2128 3.1043
O7 -4.5787 -0.9638 6.0027
C13 -5.8374 -1.0462 5.8995
C14 -6.2551 -1.4427 4.2662
O8 -7.5199 -1.5066 4.1934
H17 -6.4256 -0.1359 6.1268
H18 -6.3489 -1.8232 6.5011
H19 -5.6803 -2.3636 4.0535
H20 -5.7393 -0.6885 3.6478
C15 -3.5073 2.5417 -7.5533
C16 -3.1353 3.6166 -6.6265
N5 -2.8429 4.4505 -5.9000
H21 -3.0612 1.6038 -7.2265
H22 -4.5900 2.4328 -7.5768
H23 -3.1500 2.7771 -8.5543
O9 4.7156 0.1142 0.3879
C17 4.7058 0.6898 1.4395
O10 4.0820 1.8746 1.5534
C18 3.8336 2.5285 2.7995
C19 5.0124 3.3833 3.2188
C20 5.4723 0.1509 2.6269
H24 3.5454 1.8099 3.5675
H25 2.9657 3.1645 2.6328
H26 5.9065 2.7803 3.3865
H27 4.7845 3.9254 4.1377
H28 5.2558 4.1037 2.4364
H29 6.5019 0.5044 2.5736
H30 5.4660 -0.9363 2.5738
H31 5.0373 0.4144 3.5888
O11 -4.9183 2.2323 4.9907
H32 -4.9217 1.3807 5.4474
H33 -5.0326 2.8753 5.6964

Atomic forces in eV per Å
C 0.32 -0.80 1.46
C -0.47 1.25 -1.87
C -0.34 -0.02 1.43
C -0.25 -0.07 1.24
C -0.40 0.52 -1.49
N 0.12 0.06 0.37
C 0.00 -2.58 1.32
C 0.47 1.30 0.11
N 0.04 -0.27 -0.12
O -0.34 -0.42 -0.11
C 0.82 1.83 0.68
C -0.51 -0.59 0.35
O -0.37 0.50 -0.41
C 1.06 -0.93 0.04
C -0.22 -0.06 0.74
P 0.39 0.72 -2.62
N -0.82 -1.55 0.49
O 0.00 1.22 0.83
H -0.20 0.78 -1.98
H -0.01 -0.13 -0.41
H -0.08 -0.33 0.03
H 0.33 0.04 -0.08
H 0.38 -0.08 -0.19
H -0.43 -0.46 -0.19
H -0.30 -0.38 -0.09
H 0.48 0.36 -0.14
H -0.20 -0.26 -0.20
H -0.15 0.40 -0.07
H -0.18 0.38 0.07
H -0.09 0.28 -0.37
H -0.31 -0.92 0.74
H -0.01 0.55 0.08
H 0.27 0.05 0.10
H -0.04 -0.13 -0.05
N -0.72 -0.50 0.71
O 0.59 -0.18 -0.51
O 2.07 0.09 0.73
O 0.31 0.30 -0.08
Be 0.27 0.51 -0.74
Cl -1.79 -0.02 -1.08
C -0.10 0.00 0.00
Cl 0.08 0.08 -0.02
Cl 0.39 -0.69 1.44
Cl 0.00 0.00 -0.03
Cl -0.03 0.04 0.06
O -1.09 -0.15 -0.57
C 1.36 1.28 4.92
C -1.36 -1.17 -5.39
O 1.07 0.08 1.05
H 0.06 0.31 -1.09
H 0.18 -0.76 -0.82
H -0.18 -0.40 1.05
H -0.17 0.97 0.73
C 0.07 0.16 0.18
C -0.14 -0.51 -0.37
N 0.11 0.34 0.19
H 0.01 0.02 0.02
H 0.01 0.00 0.02
H 0.01 0.00 0.01
O -0.06 0.23 -0.16
C 0.32 -0.24 0.20
O -0.31 0.08 -0.33
C 0.07 0.12 0.19
C 0.20 -0.06 -0.04
C -0.37 -0.28 0.30
H 0.05 -0.04 -0.03
H -0.03 -0.12 -0.16
H -0.04 -0.02 0.08
H -0.02 0.00 -0.02
H -0.10 0.02 0.02
H -0.02 0.03 0.03
H 0.09 0.04 -0.20
H 0.13 0.18 0.00
O -0.21 0.10 0.34
H 0.30 -0.13 -0.29
H 0.01 0.03 -0.01

Calculated values
- Highest occupied orbital energy: -0.19 eV
- Kohn-Sham gap: 2.8051 eV
- Total energy: -4539.822557 a.u.
- Net charge: -2